No. 1
{"formula": "C28H41FN2O8P3STeTi", "method": "ωB97M-V with the def2-TZVPD basis set", "elements": ["Ti", "C", "P", "C", "C", "C", "C", "C", "C", "C", "P", "C", "C", "H", "H", "H", "H", "H", "H", "H", "H", "H", "H", "H", "H", "H", "H", "H", "H", "F", "C", "C", "N", "C", "C", "O", "O", "C", "O", "N", "C", "O", "H", "H", "H", "H", "Te", "C", "C", "C", "C", "S", "H", "H", "H", "C", "C", "C", "C", "O", "P", "O", "O", "O", "C", "C", "C", "C", "H", "H", "H", "H", "H", "H", "H", "H", "H", "H", "H", "H", "H", "H", "H", "H", "H", "H"], "coordinates": [[-0.78, -0.26, 0.42], [-4.08, -0.84, -1.82], [-2.29, -0.48, -1.74], [-1.60, -1.70, -2.91], [-2.12, 1.15, -2.58], [-3.17, 1.73, -3.28], [-3.04, 2.99, -3.85], [-1.85, 3.68, -3.72], [-0.79, 3.11, -3.03], [-0.91, 1.85, -2.46], [0.46, 1.06, -1.54], [1.59, 0.55, -2.88], [1.38, 2.43, -0.77], [-4.46, -0.88, -2.84], [-4.62, -0.09, -1.24], [-4.23, -1.81, -1.35], [-1.90, -1.51, -3.94], [-1.95, -2.69, -2.60], [-0.51, -1.71, -2.82], [-4.12, 1.21, -3.38], [-3.88, 3.43, -4.38], [-1.74, 4.67, -4.16], [0.14, 3.66, -2.94], [1.82, 1.41, -3.50], [1.12, -0.22, -3.49], [2.50, 0.14, -2.44], [1.80, 3.13, -1.49], [2.20, 1.98, -0.20], [0.72, 2.95, -0.08], [2.89, 0.39, 5.16], [3.00, -0.77, 4.49], [1.98, -1.23, 3.76], [2.06, -2.41, 3.06], [0.97, -2.77, 2.16], [0.95, -1.90, 0.90], [-0.22, -2.13, 0.19], [1.00, -0.56, 1.20], [3.18, -3.22, 3.13], [3.28, -4.29, 2.58], [4.20, -2.70, 3.91], [4.26, -1.49, 4.59], [5.24, -1.13, 5.20], [1.06, -0.69, 3.66], [0.02, -2.60, 2.67], [1.07, -3.82, 1.91], [5.05, -3.25, 3.91], [2.59, -2.43, -0.50], [4.18, -1.58, 0.59], [4.21, -0.38, 1.25], [5.46, -0.13, 1.88], [6.35, -1.13, 1.69], [5.68, -2.40, 0.76], [3.35, 0.27, 1.29], [5.67, 0.75, 2.47], [7.36, -1.20, 2.06], [-1.27, 0.86, 5.03], [-1.38, 2.05, 4.10], [-0.12, 2.22, 3.26], [-1.70, 3.32, 4.86], [-2.56, 1.85, 3.23], [-2.62, 0.92, 1.96], [-1.90, 1.50, 0.75], [-1.97, -0.43, 2.19], [-4.14, 0.86, 1.61], [-5.25, 0.45, 2.49], [-5.78, 1.70, 3.18], [-6.28, -0.14, 1.54], [-4.79, -0.59, 3.50], [-0.38, 0.95, 5.65], [-1.21, -0.07, 4.46], [-2.14, 0.81, 5.69], [0.71, 2.48, 3.93], [-0.25, 3.03, 2.54], [0.16, 1.31, 2.74], [-0.92, 3.53, 5.59], [-2.65, 3.21, 5.39], [-1.78, 4.17, 4.17], [-6.17, 2.40, 2.44], [-4.98, 2.18, 3.74], [-6.58, 1.43, 3.86], [-6.53, 0.59, 0.77], [-7.18, -0.40, 2.09], [-5.88, -1.04, 1.06], [-4.08, -0.17, 4.21], [-4.32, -1.44, 3.00], [-5.66, -0.95, 4.06]], "lowdin_charge": [0.7832, -0.2540, 0.8915, -0.2354, -0.3596, -0.0799, -0.0708, -0.0706, -0.0787, -0.3714, 0.8971, -0.2462, -0.2304, 0.0460, 0.0384, 0.0501, 0.0539, 0.0538, 0.0215, 0.0919, 0.1067, 0.1067, 0.1005, 0.0508, 0.0361, 0.0069, 0.0438, 0.0410, 0.0468, 0.0741, -0.1835, 0.0393, 0.0235, -0.0954, -0.9674, -0.3302, -0.3340, -0.5004, 0.0626, 0.2241, -0.4191, 0.0921, 0.1241, 0.1376, 0.1242, 0.1651, 1.3069, -0.9238, -0.2424, -0.2005, -0.4240, 0.9336, 0.0836, 0.1080, 0.0669, -0.0207, -0.5852, -0.0217, -0.0231, -0.1427, 0.2647, -0.3428, -0.3116, -0.1369, -0.5982, -0.0188, -0.0294, -0.0258, 0.0957, 0.0712, 0.0896, 0.1011, 0.0919, 0.0575, 0.0953, 0.0881, 0.0924, 0.0928, 0.0764, 0.0936, 0.0891, 0.0929, 0.0854, 0.0764, 0.0915, 0.0964], "relative_energy_kj_mol": 107.4, "multiplicity": 2, "gap_ev": [7.527, 7.511], "total_energy_ha": -4442.9166}



No. 2
{"formula": "C28H41N3P", "method": "ωB97M-V with the def2-TZVPD basis set", "elements": ["C", "C", "N", "C", "C", "C", "C", "C", "C", "C", "C", "C", "C", "C", "C", "C", "C", "C", "H", "H", "H", "H", "H", "H", "H", "H", "H", "H", "H", "H", "H", "H", "H", "H", "C", "C", "C", "C", "N", "C", "C", "C", "N", "C", "C", "C", "C", "P", "H", "H", "H", "H", "H", "H", "H", "H", "H", "H", "H", "H", "H", "H", "H", "H", "H", "H", "H", "H", "H", "H", "H", "H", "H"], "coordinates": [[1.49, -2.08, 9.34], [1.65, -0.62, 9.49], [2.87, -0.05, 9.60], [4.12, -0.78, 9.61], [2.76, 1.35, 9.63], [1.39, 1.67, 9.48], [1.08, 3.01, 9.25], [2.09, 3.99, 9.28], [3.43, 3.64, 9.49], [3.79, 2.29, 9.64], [0.65, 0.40, 9.46], [-0.72, 0.17, 9.45], [-1.67, 1.27, 9.49], [-1.59, 2.28, 10.49], [-2.47, 3.36, 10.50], [-3.45, 3.48, 9.50], [-3.55, 2.50, 8.50], [-2.71, 1.38, 8.52], [0.43, -2.32, 9.41], [1.85, -2.43, 8.36], [2.04, -2.62, 10.12], [4.95, -0.06, 9.63], [4.20, -1.44, 10.49], [4.23, -1.39, 8.71], [0.05, 3.28, 9.05], [1.82, 5.04, 9.14], [4.20, 4.41, 9.53], [4.82, 1.96, 9.77], [-1.09, -0.85, 9.28], [-0.81, 2.19, 11.26], [-2.40, 4.10, 11.29], [-4.14, 4.32, 9.51], [-4.30, 2.58, 7.71], [-2.79, 0.59, 7.78], [-2.57, -7.97, 10.30], [-2.71, -6.81, 11.30], [-4.18, -6.72, 11.73], [-1.91, -7.18, 12.55], [-2.24, -5.58, 10.62], [-0.97, -5.67, 9.86], [0.26, -5.67, 10.74], [0.32, -4.60, 11.84], [-0.99, -4.21, 12.40], [-0.96, -3.41, 13.64], [-0.65, -4.42, 14.76], [-2.28, -2.71, 13.91], [0.16, -2.37, 13.58], [-2.32, -4.10, 11.37], [-1.76, -2.93, 10.51], [-1.51, -8.22, 10.15], [-3.08, -8.84, 10.74], [-3.05, -7.69, 9.35], [-4.37, -6.05, 12.58], [-4.83, -6.44, 10.88], [-4.49, -7.74, 12.03], [-1.98, -6.42, 13.35], [-2.32, -8.14, 12.92], [-0.85, -7.35, 12.32], [-1.00, -6.60, 9.28], [-0.91, -4.83, 9.15], [0.36, -6.65, 11.23], [1.14, -5.53, 10.11], [0.96, -4.93, 12.67], [0.80, -3.69, 11.43], [0.28, -4.97, 14.52], [-0.52, -3.89, 15.71], [-1.46, -5.15, 14.84], [-2.52, -1.99, 13.12], [-3.12, -3.41, 14.03], [-2.18, -2.15, 14.85], [0.03, -1.70, 12.70], [0.10, -1.76, 14.49], [1.17, -2.83, 13.55]], "lowdin_charge": [0.0136, -0.1395, -0.0048, 0.0255, -0.1485, -0.0842, -0.0032, -0.0437, -0.0476, 0.0087, -0.0684, 0.1134, -0.2159, -0.0507, -0.0601, -0.0489, -0.0586, -0.0099, 0.0601, 0.1223, 0.0921, 0.0879, 0.1145, 0.1141, 0.1077, 0.1158, 0.1158, 0.1101, 0.1124, 0.1293, 0.1154, 0.1162, 0.1148, 0.1235, -0.0534, -0.6302, -0.0665, -0.0435, -0.2940, -0.2426, -0.1715, -0.2132, -0.3148, -0.6589, -0.0422, -0.1027, -0.0570, 0.9396, -0.0326, 0.0820, 0.0924, 0.1014, 0.0745, 0.0882, 0.0870, 0.0614, 0.0988, 0.0664, 0.0935, 0.0978, 0.0892, 0.1111, 0.1111, 0.0690, 0.0794, 0.0927, 0.0760, 0.0649, 0.0743, 0.0898, 0.0790, 0.0905, 0.0840], "relative_energy_kj_mol": 52.5, "gap_ev": 5.192, "total_energy_ha": -1596.8954, "charge": 1}